{
  "formula": "C6H3FO8Tl",
  "method": "ωB97M-V with the def2-TZVPD basis set",
  "e_tot_ha": -1104.61097,
  "e_homo_ev": [-8.82, -8.80],
  "homo_lumo_gap_ev": [7.12, 6.13],
  "spin_multiplicity": 2,
  "elements": ["C", "C", "O", "C", "O", "O", "O", "F", "H", "O", "C", "C", "O", "C", "O", "O", "Tl", "H", "H"],
  "xyz": [[-1.5582, -0.6294, -1.9326], [-1.8532, -0.4609, -0.5054], [-2.4095, -1.5142, 0.1209], [-1.7478, -2.8333, -0.0083], [-0.6010, -2.7748, -0.4596], [-2.5106, -3.7522, 0.2386], [-0.8359, 0.0721, -2.6066], [-2.3337, -1.4947, -2.5764], [-2.4339, 0.4597, -0.3613], [1.7635, 1.7773, -0.2909], [1.5781, 1.3672, 0.8291], [0.3732, 0.8211, 1.4668], [0.8453, 0.1776, 2.5976], [2.1483, 0.4530, 2.7807], [2.7781, 0.2455, 3.7605], [2.5994, 1.1661, 1.7023], [0.8605, 1.7976, -2.6486], [-0.4295, 1.5431, 1.6892], [-0.7068, 0.1387, 0.5113]],
  "atomic_forces_ev_per_a": [[0.324, 0.012, -0.972], [-1.033, -1.026, 1.582], [0.052, 2.359, 0.118], [0.165, -2.791, -1.255], [-0.005, 1.024, 0.144], [0.289, 1.090, 0.435], [-0.200, -0.365, 0.301], [0.447, 0.151, 0.590], [0.071, -0.125, 0.057], [0.075, 0.567, 0.233], [-0.244, -1.091, -0.179], [-2.531, 0.066, -1.658], [-0.267, -0.519, 0.540], [-0.253, 0.396, 1.306], [-0.098, -0.280, -0.714], [0.474, 0.257, -0.824], [0.299, 0.286, -0.275], [0.623, 0.018, 0.203], [1.812, -0.030, 0.369]]
}